Record 1
DFT (wB97M-V/def2-TZVPD) results for C13H8O10STi as an isolated structure in a non-equilibrium geometry.

```
! RIJCOSX wB97M-V def2-TZVPD def2/J DEFGRID3
* xyz -1 2
O -0.27024 -0.09726 0.24010
O -0.94931 1.88551 2.35042
H 1.87082 1.72663 3.74569
C 0.55406 -0.54927 1.10180
C 0.80792 2.13540 -1.78434
H 1.87005 -1.69909 3.11560
C -0.08358 2.43651 -3.93182
C 1.51858 -3.79062 2.72026
H -0.25983 -4.97120 0.09227
C 0.92210 2.02046 4.18404
C 0.67795 -1.98182 1.37236
O 2.31445 2.01838 -3.67784
H 0.34811 1.14071 4.46053
C 1.40725 -2.43499 2.47100
O -0.60652 4.03535 3.52908
H 1.00476 -5.76881 2.05631
O -0.24516 2.29713 -5.11341
O 1.44373 1.83097 -0.68527
C 1.22349 2.16497 -3.17435
H -0.47452 -2.52342 -0.33639
O 0.93921 3.18251 1.80974
S -0.01270 2.88561 2.91714
C 0.07518 -2.90368 0.51387
O -2.23204 3.31325 -3.17152
H 1.05354 2.68955 5.02858
C 0.20090 -4.25710 0.76351
O 1.25479 0.32992 1.71087
Ti 0.23565 1.69370 0.68296
O -1.00377 2.50032 -0.41021
C -1.15268 2.82860 -2.91161
C -0.54209 2.49851 -1.63624
H 2.07291 -4.13640 3.58356
C 0.91798 -4.70683 1.86580
*
```

Calculated total energy ... -68041.7666 eV

These are the Löwdin partial charges, in e, on atoms 1 to 6:
1 O -0.02
2 O -0.35
3 H 0.06
4 C -0.51
5 C -0.24
6 H 0.12

=====

Record 2
DFT (wB97M-V/def2-TZVPD) results for a 2-piece molecular cluster, C13H9F4O5 overall in a non-equilibrium geometry.

```
! RIJCOSX wB97M-V def2-TZVPD def2/J DEFGRID3
* xyz -1 1
C -1.26024 1.18559 2.65995
F 0.18159 2.55900 1.39794
O 2.26468 -0.09313 -2.63431
H -0.84270 2.64521 -2.10189
H 2.97927 -0.99785 -0.55300
O 0.72205 1.49919 -2.81052
C 0.59150 -0.89951 2.53428
C -0.55404 -1.09817 3.22367
F -0.76908 -2.23372 3.90716
C -0.14198 1.35409 1.91859
C -0.70116 1.80787 -2.79764
O 0.12618 -2.22646 0.08638
F 1.59943 -1.78568 2.61018
H -1.61698 -0.72872 -0.69277
C 0.40227 -0.26948 -1.15347
C 0.83261 0.28711 1.70357
H -1.09473 0.93605 -0.31441
H 2.57942 -2.64498 0.00987
H 2.52394 -2.25159 -1.73618
O -2.72098 -0.31407 3.76955
C -1.56359 0.64394 -2.38707
H -0.93217 2.14934 -3.81231
C 1.19900 0.35662 -2.23573
C -1.02177 0.11857 -1.05230
H -1.55656 -0.15531 -3.14129
C 2.34830 -1.87089 -0.72817
F -2.12962 2.19493 2.84787
C 0.89235 -1.50820 -0.57399
H -2.59628 0.97698 -2.25769
C -1.61262 -0.09666 3.26329
O 1.87194 0.45995 1.05043
*
```

Calculated total energy ... -34733.5086 eV

These are the Löwdin partial charges, in e, on atoms 1 to 6:
1 C -0.13
2 F 0.11
3 O 0.03
4 H 0.12
5 H 0.07
6 O -0.01

=====

Record 3
DFT (wB97M-V/def2-TZVPD) results for C13H9F9N2O2S in the gas phase in a non-equilibrium geometry.

```
! RIJCOSX wB97M-V def2-TZVPD def2/J DEFGRID3
* xyz 0 1
C -0.97355 1.41639 0.93243
F -0.57378 -2.33343 -1.24902
N 0.75266 3.37659 0.89941
H -3.19079 1.46490 1.30782
C -2.26480 1.99651 1.57824
H -2.43881 2.62189 -1.36066
C -1.14823 0.97133 -0.55377
C -2.15853 1.98654 3.11242
F 1.08896 -4.47839 -1.51605
F 3.53302 -4.34770 -2.45492
C 1.95894 -3.80570 -0.74489
C 1.82130 -2.26839 -0.89695
C 0.39311 -1.69602 -0.62535
H -0.35291 4.00846 -1.91996
H -2.33035 3.05892 1.26047
H 0.15332 2.42265 -2.84532
C -1.39806 2.26395 -1.39230
C -0.45848 2.92589 -2.08703
F 1.70131 -4.19963 0.50541
C -2.37534 0.11157 -0.74477
C -1.34338 2.81971 3.82375
F 0.15095 -1.64509 0.69897
F 2.62842 -1.70867 0.02659
F 4.35979 -3.80530 -0.49262
H -1.46973 3.91216 3.80000
C 0.07650 2.50201 1.03678
O 1.55508 0.79184 -1.05261
H -2.79822 1.27668 3.66229
N -3.11044 -0.72286 -0.81074
F 3.36115 -5.65557 -0.79214
O 0.06223 -0.04248 -2.65499
C 3.37555 -4.36531 -1.15320
H -0.61921 0.58434 1.56906
S 0.32242 0.08829 -1.24509
H -0.57157 2.36340 4.46414
F 2.28147 -1.88948 -2.08542
*
```

SMILES ... C=CC[C@H](C#N)[C@@](C#N)(C=C)S(=O)(=O)C(F)(F)C(F)(F)C(F)(F)C(F)(F)F
Calculated total energy ... -55987.1093 eV

These are the Löwdin partial charges, in e, on atoms 1 to 6:
1 C -0.23
2 F 0.16
3 N 0.21
4 H 0.11
5 C -0.16
6 H 0.13

=====

Record 4
DFT (wB97M-V/def2-TZVPD) results for C14H10BF4MnN2O2 as an isolated structure in a non-equilibrium geometry.

```
! RIJCOSX wB97M-V def2-TZVPD def2/J DEFGRID3
* xyz -1 2
C -1.83150 2.45079 -0.02604
F 0.82739 3.41879 -3.87723
C -2.33348 3.74450 -0.26887
C -0.39555 0.97892 1.41931
H -0.87891 -4.27395 -1.12244
H 3.24626 -4.96494 1.48640
H -0.05395 3.21838 2.78084
N -0.10895 0.13288 0.48084
Mn -0.84329 0.29066 -1.52300
B 1.10168 3.01477 -2.60602
F 0.50966 3.80754 -1.67238
C -1.98817 4.81654 0.51877
C 0.13170 -1.98075 -0.18735
C -0.97288 2.27002 1.11165
C 1.84678 -3.54043 0.73363
C 1.65171 -5.91484 0.41760
C 0.67302 -3.33814 0.01135
C -1.18047 4.63002 1.63385
C 0.49544 -5.71620 -0.32185
F 0.48333 1.63229 -2.44938
H 2.35840 -2.67626 1.12751
H -2.33536 5.80852 0.25806
O -2.20796 1.48016 -0.80165
H -0.22308 0.71173 2.46528
H -2.93531 3.87114 -1.15535
C -0.70422 3.36745 1.92850
H -0.03827 -6.56665 -0.72630
N 0.35354 -1.10432 0.77319
C 0.01737 -4.43781 -0.54073
C 2.33195 -4.81902 0.92947
F 2.43675 2.86328 -2.39094
H -0.89528 5.47502 2.24505
H 2.02021 -6.91761 0.59150
O -0.55856 -1.73250 -1.24325
*
```

Calculated total energy ... -64629.5245 eV

These are the Löwdin partial charges, in e, on atoms 1 to 6:
1 C -0.36
2 F 0.15
3 C -0.03
4 C -0.05
5 H 0.11
6 H 0.10

=====

Record 5
DFT (wB97M-V/def2-TZVPD) results for C14H10BN7OS2Tl as an isolated structure.

```
! RIJCOSX wB97M-V def2-TZVPD def2/J DEFGRID3
* xyz 1 1
C -1.29524 -1.19356 4.19168
B -2.89039 -1.60360 2.25447
C -4.31462 -1.28195 0.18579
C 3.14982 3.19506 -2.45051
C 0.60678 -0.72503 3.21420
C 3.38737 0.77577 -2.40579
H 0.51930 -0.85242 5.41626
N 5.89283 2.13217 -4.38269
C 4.97186 2.07738 -3.69884
C -2.89404 -0.91905 -1.43962
Tl -0.13924 -0.70363 0.13470
H 1.52718 3.99194 -1.34659
S 0.18184 1.90874 -0.22278
C -4.23684 -1.09077 -1.18966
C 3.60389 4.48130 -2.89544
N 3.95972 5.51644 -3.23980
N -0.34051 -0.87160 2.26849
C 0.03940 -0.91002 4.45618
H -2.98056 -2.79700 2.34513
C 2.27369 0.64991 -1.56693
N -3.09641 -1.23186 0.71816
S 1.94259 -0.98670 -1.09092
C 1.56752 1.83600 -1.17867
N -2.21213 -1.01008 -0.28126
H 3.92627 -0.10635 -2.72355
H -3.74098 -0.99834 2.83983
H -5.16891 -1.46045 0.81708
H -2.10763 -1.41459 4.86379
N -0.45581 -3.64727 0.07919
N -1.50826 -1.16695 2.87834
C 3.82636 2.00786 -2.84259
H -2.37429 -0.72894 -2.36491
H -5.04619 -1.07559 -1.89685
H 1.61985 -0.48347 2.93532
C 2.05365 3.09571 -1.64444
O -0.24789 -4.40907 -0.73676
*
```

Calculated total energy ... -54188.6400 eV

These are the Löwdin partial charges, in e, on atoms 1 to 6:
1 C -0.05
2 B -0.35
3 C -0.05
4 C -0.15
5 C -0.11
6 C -0.05

=====

Record 6
DFT (wB97M-V/def2-TZVPD) results for C14H10ClN8RhS as an isolated structure.

```
! RIJCOSX wB97M-V def2-TZVPD def2/J DEFGRID3
* xyz 2 5
N -0.51912 -0.24779 -2.16730
C 2.12079 -3.97878 -2.34126
Rh 0.33936 -0.07267 -0.25908
C 0.27430 -2.64131 -1.90318
H -2.01014 -4.64100 -4.09655
N 0.72919 -3.73287 -2.66042
C 2.09720 -2.22568 1.30780
H 1.33591 -5.81873 -4.01377
N -1.34936 -4.09425 -3.56651
H 4.00739 -3.14094 1.79049
N 0.37566 -5.52053 -4.12177
C 2.44784 -3.33584 -1.19878
N 2.89751 -4.65418 -3.25067
S 3.63775 -3.86873 -4.41515
Cl -0.75293 1.15696 1.20210
N 1.52905 -0.98826 -1.55714
C 3.29214 -2.99495 0.99409
C 1.96808 -1.77635 -4.34219
H -0.10221 -0.88533 -5.98182
C 0.79053 -1.24256 -4.01735
C 0.45468 -1.22131 -2.55766
C -0.08112 -4.47019 -3.46398
H -0.24815 -6.09964 -4.66254
C -1.34213 0.25468 -3.02118
H 4.39461 -4.06970 -0.47129
C -0.22839 -0.75873 -4.91410
H -1.71808 -3.39455 -2.93998
H -2.05358 0.31430 -5.07483
N 1.16592 -1.95209 0.45440
H -2.04751 0.99814 -2.66525
C 1.39082 -2.34347 -0.90053
C -1.29650 -0.09159 -4.42081
H 1.98573 -1.81618 2.30672
C 3.50647 -3.49613 -0.23972
N 3.03526 -2.29283 -4.55835
*
```

Calculated total energy ... -52943.7681 eV

These are the Löwdin partial charges, in e, on atoms 1 to 6:
1 N 0.00
2 C -0.26
3 Rh 0.93
4 C 0.05
5 H 0.15
6 N 0.07

=====

Record 7
DFT (wB97M-V/def2-TZVPD) results for C14H10EuF5N as an isolated structure in a non-equilibrium geometry.

```
! RIJCOSX wB97M-V def2-TZVPD def2/J DEFGRID3
* xyz -2 8
F 1.60105 2.00166 1.43740
C 0.01551 -2.67081 -0.67198
C 1.06931 1.30784 3.67766
H 0.19081 -1.01853 -3.60516
F 1.83834 2.29797 4.14876
H -1.45358 2.09815 -0.76096
C 0.16727 0.13169 1.91911
F 0.50208 0.59427 5.84858
F -1.08392 -1.43064 4.84761
C 0.79099 -2.14814 -1.75144
H -2.20416 -2.48687 -0.23439
H 1.89169 -2.14387 -1.81794
H 2.22092 1.36158 -1.54071
H -2.33053 -1.23199 -2.63043
H -0.20210 2.71429 -3.98180
C -1.15313 1.70548 -1.73567
H -1.92660 1.46202 -2.46973
N 1.23912 1.26120 -1.29284
H 0.42604 -3.05070 0.27887
C -1.36283 -2.38143 -0.94266
C -1.42660 -1.68287 -2.18735
H 1.66465 2.36189 -3.62329
F -1.34985 -1.74324 2.13094
C 0.95396 1.15737 2.30068
C 0.61407 2.32337 -3.38321
C -0.54641 -0.74775 2.66031
C -0.09946 -1.54581 -2.68173
Eu -0.28114 -0.12268 -0.35845
C -0.42077 -0.59123 4.03410
C 0.38358 0.43299 4.52347
C 0.27168 1.78482 -2.13774
*
```

Calculated total energy ... -49081.0891 eV

These are the Löwdin partial charges, in e, on atoms 1 to 6:
1 F 0.03
2 C -0.30
3 C -0.17
4 H 0.08
5 F 0.07
6 H -0.04

=====

Record 8
DFT (wB97M-V/def2-TZVPD) results for C14H10F3N5O5 in the gas phase in a non-equilibrium geometry.

```
! RIJCOSX wB97M-V def2-TZVPD def2/J DEFGRID3
* xyz 0 1
H 3.58013 2.13234 -1.23533
H -5.59603 -2.93928 0.89861
C -1.69919 -1.57116 -0.29191
O 6.32716 -2.35532 0.73208
O -4.50951 -1.64089 -0.28517
C 1.47710 1.71049 0.49653
F -2.16068 -2.27021 0.75195
C -1.30160 2.01954 -0.35707
F -2.13774 -2.17424 -1.40453
O 0.91929 1.86243 1.55578
H 4.20681 -1.81980 1.67392
C 4.04579 -0.95813 1.04448
N -2.47221 2.57766 -0.03808
H 1.28307 1.89744 -1.54655
C 4.84579 0.49427 -0.72281
C 2.90759 -0.18446 1.15440
N 1.01923 2.31232 -0.66102
O 7.01282 -1.08682 -0.85985
C -5.61764 -2.51399 -0.10628
H -6.55312 -1.96866 -0.24417
C -4.56973 -0.46536 0.33393
C 2.72537 0.91767 0.32168
C 3.70058 1.25821 -0.61422
N -1.07399 0.70862 -0.46425
O -5.50368 -0.07978 0.98855
N 6.20607 -1.41255 -0.01704
C -3.47194 1.75909 0.17262
N -0.26524 2.84255 -0.64603
C -2.08349 -0.10499 -0.23083
H 2.14400 -0.42056 1.87851
H -5.50749 -3.29565 -0.85298
H 5.62064 0.73742 -1.43392
H -0.35416 3.80051 -0.32662
C 5.00655 -0.61214 0.10277
C -3.35973 0.36105 0.08184
F -0.36797 -1.71993 -0.28493
H -4.42286 2.20233 0.43593
*
```

SMILES ... COC(=O)c1cnc(NNC(=O)c2ccc([N+](=O)[O-])cc2)nc1C(F)(F)F
Calculated total energy ... -40518.6848 eV

These are the Löwdin partial charges, in e, on atoms 1 to 6:
1 H 0.12
2 H 0.10
3 C -0.57
4 O 0.09
5 O -0.04
6 C -0.44